1.
DFT (ωB97M-V/def2-TZVPD) results for a 4-piece molecular cluster, C2H12O3S2 overall.

Element x y z (Å)
C -0.61 0.88 1.45
S 0.03 -0.86 1.42
S 0.80 -0.84 -0.59
C 2.51 -0.31 -0.21
H -1.08 1.16 0.48
H 0.17 1.60 1.65
H -1.48 0.82 2.11
H 2.52 0.33 0.67
H 2.79 0.37 -1.01
H 3.19 -1.17 -0.06
O 1.86 3.24 0.00
H 1.10 2.70 -0.28
H 1.82 3.99 -0.58
O -2.56 0.86 -1.21
H -2.32 1.00 -2.14
H -3.02 0.03 -1.26
O -2.36 -1.95 -1.13
H -2.34 -2.78 -0.61
H -1.52 -1.54 -0.85

Values from the calculation:
E_HOMO = -9.2 eV
Gap between HOMO and LUMO = 9.58 eV
Net charge = 0
SMILES string = CSSC.O.O.O



2.
DFT (ωB97M-V/def2-TZVPD) results for a 4-piece molecular cluster, C2H12O3S2 overall.

Element x y z (Å)
C -1.90 -0.94 0.59
C -2.09 -0.38 -0.80
S -2.72 1.31 -0.95
S -2.08 2.32 0.72
H -2.47 -0.40 1.34
H -0.87 -0.85 0.93
H -2.16 -1.99 0.65
H -2.56 -1.02 -1.54
H -1.15 -0.06 -1.33
H -0.88 2.74 0.27
H 1.98 2.42 0.10
H 2.26 2.67 1.51
O 2.69 2.30 0.72
H 0.78 1.39 -0.90
H 0.59 -0.24 -0.51
O 1.00 0.47 -1.01
H 3.70 -3.24 -0.53
H 2.95 -3.55 0.75
O 2.93 -2.96 -0.01

Values from the calculation:
E_HOMO (alpha / beta) = -13.8 / -13.8 eV
Gap between HOMO and LUMO (alpha / beta) = 8.79 / 4.94 eV
Net charge = +1
2S+1 = 2



3.
DFT (ωB97M-V/def2-TZVPD) results for a 5-piece molecular cluster, C2H12O5 overall.

Element x y z (Å)
C -1.36 -2.37 1.18
C -0.17 -1.88 0.85
O 0.16 -1.12 -0.26
H -1.59 -2.66 2.22
H -2.14 -2.35 0.45
H 0.73 -1.92 1.49
H 1.08 -0.97 -0.50
O 2.58 -0.40 -1.22
H 2.41 0.55 -1.07
H 2.87 -0.52 -2.12
O 1.70 1.48 0.55
H 1.23 1.47 1.40
H 0.98 1.85 0.06
O -0.70 3.09 -0.43
H -1.34 3.38 0.26
H -1.20 2.25 -0.69
O -1.77 0.46 -0.73
H -2.22 -0.18 -1.33
H -1.27 -0.15 -0.11

Values from the calculation:
E_HOMO = -9.4 eV
Gap between HOMO and LUMO = 10.02 eV
Net charge = 0
SMILES string = C=CO.O.O.O.O



4.
DFT (ωB97M-V/def2-TZVPD) results for C2H13F4HfO5 as an isolated structure.

Element x y z (Å)
Hf -0.79 0.47 -0.86
F -0.40 0.96 -3.11
F -1.42 -1.53 0.15
F -2.92 0.51 -1.90
F -1.27 2.67 -0.96
C 1.08 -1.14 2.42
C 0.88 0.36 2.40
O 0.41 0.80 1.16
H 1.70 -1.54 1.61
H 0.12 -1.63 2.29
H 1.48 -1.51 3.38
H 1.68 0.98 2.82
H 0.00 0.53 3.05
O 1.18 -0.89 -1.08
H 2.06 -0.73 -1.41
H 1.11 -1.85 -0.97
O -1.05 -1.55 -2.56
H -1.26 -1.22 -3.44
H -0.58 -2.37 -2.70
O -2.38 0.99 0.92
H -3.02 0.44 1.37
H -2.03 1.59 1.59
O 1.49 1.66 -1.32
H 1.73 2.10 -2.15
H 2.17 1.90 -0.68

Values from the calculation:
E_HOMO = -4.9 eV
Gap between HOMO and LUMO = 7.44 eV
Net charge = -1



Record-wise relative energy (zero: lowest compared OMol25 entry of this formula, charge and spin) values, in kcal/mol: 16.9; 56.3; 21.2; 37.3
Record-wise DFT total energy values, in Ha: -1105.47470; -1105.11075; -459.55987; -907.92280